Entry 1:
An isolated molecule of C3H3FO at a distorted geometry, computed with ωB97M-V/def2-TZVPD.

Calculated values
HOMO level, eV: -10.008
Strongest force on any atom, eV Å⁻¹: 5.572
E_LUMO, eV: 0.55

```
8
Properties=species:S:1:pos:R:3:forces:R:3
C -0.375 -0.861 -0.044 -0.61 0.37 -0.29
C 0.911 -0.757 0.010 3.97 3.51 0.49
F 1.814 -1.707 0.037 0.20 -1.59 -0.14
C 2.018 0.720 0.260 -1.47 -4.79 -2.45
O 3.084 0.805 -0.229 0.12 -0.05 -0.34
H -0.957 -1.744 -0.133 -0.15 -0.75 0.01
H -0.863 0.075 -0.123 -0.71 0.70 0.13
H 1.631 1.270 1.010 -1.35 2.59 2.59
```
Positions in Å, forces in eV/Å.

Entry 2:
A structure of composition C4H6FeO at a distorted geometry, computed with ωB97M-V/def2-TZVPD.

Calculated values
HOMO level (alpha / beta), eV: -25.115 / -25.032
Strongest force on any atom, eV Å⁻¹: 3.513
E_LUMO (alpha / beta), eV: -16.26 / -18.74
Charge: +3
2S+1: 6

```
12
Properties=species:S:1:pos:R:3:forces:R:3
H -2.055 -1.559 -0.072 0.95 -0.66 0.35
C -2.283 1.381 -0.068 -0.05 -0.84 -0.96
C -1.820 0.199 0.073 0.91 1.25 1.49
C -1.136 -0.992 0.384 -3.41 0.39 -0.74
C 0.165 -1.291 -0.388 0.55 -1.22 -0.02
O 0.796 -0.072 -0.342 -0.12 -0.79 -0.52
Fe 1.853 0.948 0.594 1.83 1.23 0.60
H -2.912 1.647 -0.926 -0.48 0.16 0.15
H -1.929 2.180 0.597 -0.20 0.03 0.07
H -1.137 -1.228 1.458 -0.13 -0.12 -0.04
H -0.081 -1.629 -1.408 0.15 0.39 -0.07
H 0.709 -2.069 0.173 0.01 0.18 -0.31
```
Positions in Å, forces in eV/Å.

Entry 3:
A cluster of 2 separate species, C3H2F2O in total at a distorted geometry, computed with ωB97M-V/def2-TZVPD.

Calculated values
HOMO level, eV: -10.773
Strongest force on any atom, eV Å⁻¹: 1.794
E_LUMO, eV: 0.72

```
8
Properties=species:S:1:pos:R:3:forces:R:3
O -3.240 -0.974 -0.740 -0.06 -0.42 -0.42
C -3.831 -0.128 -0.206 -0.24 0.69 1.64
F -4.611 -0.245 0.876 0.22 -0.47 -0.64
F -3.782 1.159 -0.439 0.11 0.19 -0.59
C 0.542 0.446 0.457 -1.46 -0.37 -0.36
C 0.247 -0.413 -0.339 1.43 0.29 0.27
H 0.331 1.210 1.154 0.48 0.41 0.39
H 0.435 -1.174 -1.051 -0.48 -0.32 -0.28
```
Positions in Å, forces in eV/Å.

Look up the strongest force on any atom of the first one.
5.572 eV Å⁻¹

Which formula does entry 3 have?
C3H2F2O

Look up the strongest force on any atom of the second one.
3.513 eV Å⁻¹